2 unconnected molecules or ions with the total composition C18H19Cl2NO2S at a distorted geometry, computed with ωB97M-V with the def2-TZVPD basis set.

Geometry as XYZ:
```
43
Properties=species:S:1:pos:R:3:lowdin_charge:R:1
C -4.311 -1.475 2.448 -0.029
C 2.295 -2.494 -5.295 -0.102
H -3.075 1.110 3.891 0.106
C 1.738 -1.713 -6.306 -0.722
Cl 2.220 -1.951 -7.910 0.695
C 1.833 -2.347 -3.984 -0.063
C -2.139 -0.579 1.863 -0.001
H 0.017 2.902 1.647 0.115
H -3.912 -2.315 3.003 0.098
H -1.945 -1.562 1.402 0.163
H 0.398 -0.084 -6.784 0.103
C -1.128 0.398 1.913 -0.096
H 2.240 -2.955 -3.178 0.115
H -4.580 -1.821 1.469 0.096
C 1.144 -0.275 -1.121 -0.751
O -1.198 -0.709 -2.221 -0.411
H 4.072 1.331 3.994 0.100
H 0.546 -0.733 1.239 0.092
H -1.408 1.393 2.249 0.091
C 1.206 1.180 2.223 -0.248
H -3.624 1.730 2.320 0.103
C 2.948 3.043 3.392 -0.079
C 0.353 -0.577 -4.694 -0.055
S 0.075 -1.370 -2.013 0.544
H 2.553 -0.318 2.872 0.126
C -3.715 0.890 3.022 -0.029
C 2.360 0.762 2.870 -0.031
C 0.223 0.188 1.676 -0.065
N -3.375 -0.375 2.365 -0.185
H -0.381 0.190 -4.443 0.115
H 3.048 -3.237 -5.515 0.102
H 3.641 3.780 3.787 0.107
C 1.819 3.478 2.718 -0.081
H 1.585 4.548 2.631 0.113
O 0.130 -2.730 -1.508 -0.368
C 0.801 -1.455 -3.708 -0.268
C 0.944 2.561 2.164 -0.071
H 2.169 -0.256 -1.503 0.011
Cl 0.374 1.210 -0.713 0.670
H -4.761 0.787 3.334 0.088
H -5.191 -1.106 2.946 0.081
C 0.805 -0.720 -6.008 -0.100
C 3.204 1.677 3.469 -0.076
```

Results
Kohn-Sham gap in hartree: 0.1745
LUMO level in eV: -1.459
ΔE to the lowest compared entry with this formula, charge and spin in kcal per mole: 17.9
Net charge: 0